2 unconnected molecules or ions with the total composition C4H10N, computed with ωB97M-V/def2-TZVPD.

Structure (XYZ):
```
15
C4H10N ωB97M-V/def2-TZVPD
C -0.15 -1.11 -1.32
C 1.13 -0.30 -1.25
C -1.65 1.51 0.39
C -0.51 0.88 0.49
N 0.07 -0.38 -0.10
H -0.88 -0.71 -2.00
H -0.25 -2.15 -1.15
H 2.02 -0.74 -1.00
H 1.04 0.51 -1.98
H -2.24 2.48 0.91
H -2.40 1.03 -0.36
H 1.68 -0.85 2.94
H 1.41 -0.26 2.65
H 0.38 1.08 1.15
H 0.35 -0.99 0.62
```

- relative energy (zero: lowest compared OMol25 entry of this formula, charge and spin) (kcal per mole) = 108.33
- total charge = +1

A gas-phase ion, C4H10N (charge +1), computed with ωB97M-V/def2-TZVPD.

Structure (XYZ):
```
15
C4H10N ωB97M-V/def2-TZVPD
C -2.35 -0.58 0.01
N -1.23 -0.35 0.52
C -0.36 0.73 0.04
C 1.15 0.64 0.25
C 1.78 -0.55 -0.54
H -2.65 -0.08 -0.94
H -3.10 -1.39 0.32
H -0.87 -0.64 1.48
H -0.61 0.96 -0.99
H -0.63 1.58 0.66
H 1.22 0.62 1.32
H 1.76 1.61 -0.03
H 2.77 -0.24 -0.96
H 1.99 -1.42 0.21
H 1.14 -0.87 -1.34
```

- relative energy (zero: lowest compared OMol25 entry of this formula, charge and spin) (kcal per mole) = 43.14
- SMILES = C=[NH+]CCC
- total charge = +1

A gas-phase ion, C4H10N2 (charge -1), computed with ωB97M-V/def2-TZVPD.

Structure (XYZ):
```
16
C4H10N2 ωB97M-V/def2-TZVPD
C 1.58 0.28 0.40
C 0.46 -0.74 0.32
C -0.78 -0.31 -0.43
C -2.69 0.56 0.58
N -1.41 0.77 0.25
N 2.17 0.61 -0.90
H 2.38 -0.02 1.07
H 1.22 1.25 0.72
H 0.95 -1.64 -0.11
H 0.20 -1.16 1.30
H -1.46 -1.17 -0.54
H -0.55 -0.01 -1.47
H -3.25 1.24 1.23
H -3.19 -0.41 0.44
H 1.44 0.73 -1.58
H 2.90 0.01 -1.28
```

- relative energy (zero: lowest compared OMol25 entry of this formula, charge and spin) (kcal per mole) = 8.88
- total charge = -1
- spin multiplicity = 2

A single C4H10N2 molecule, computed with ωB97M-V/def2-TZVPD.

Structure (XYZ):
```
16
C4H10N2 ωB97M-V/def2-TZVPD
N -2.42 0.26 -0.10
C -1.33 -0.71 -0.30
C -0.01 -0.37 0.42
C 0.67 1.02 -0.02
C 1.92 0.22 -0.18
N 1.18 -1.02 -0.18
H -2.73 0.28 0.89
H -2.06 1.15 -0.40
H -1.10 -0.69 -1.36
H -1.65 -1.71 -0.03
H -0.09 -0.45 1.56
H 0.22 1.32 -1.01
H 0.59 1.85 0.67
H 2.56 0.37 -1.06
H 2.64 0.29 0.70
H 1.60 -1.80 0.39
```

- relative energy (zero: lowest compared OMol25 entry of this formula, charge and spin) (kcal per mole) = 36.12
- SMILES = NC[C@@H]1CCN1
- total charge = 0

A single C4H10N2 molecule, computed with ωB97M-V/def2-TZVPD.

Structure (XYZ):
```
16
C4H10N2 ωB97M-V/def2-TZVPD
C -2.22 0.57 -0.28
C -1.22 0.04 0.82
N 0.00 0.70 0.48
C 1.04 0.15 0.00
C 1.29 -1.31 -0.30
N 2.11 0.96 -0.28
H -3.20 0.17 -0.06
H -1.94 0.27 -1.29
H -2.28 1.66 -0.23
H -1.55 0.44 1.79
H -1.18 -1.06 0.84
H 0.37 -1.89 -0.35
H 1.92 -1.74 0.46
H 1.80 -1.39 -1.29
H 2.06 1.90 0.12
H 3.01 0.53 -0.42
```

- relative energy (zero: lowest compared OMol25 entry of this formula, charge and spin) (kcal per mole) = 9.19
- SMILES = CC/N=C(\C)N
- total charge = 0

3 unconnected molecules or ions with the total composition C4H10N2, computed with ωB97M-V/def2-TZVPD.

Structure (XYZ):
```
16
C4H10N2 ωB97M-V/def2-TZVPD
C -1.23 1.14 -1.29
C 1.40 -0.18 -0.91
N 0.06 -0.56 -0.42
C -0.46 0.02 0.56
N 0.71 -1.70 1.48
C -1.08 0.53 1.59
H 1.72 -1.71 1.31
H 0.37 -2.56 1.06
H 1.93 0.47 -0.22
H -2.25 0.98 -0.97
H -0.99 0.76 -2.27
H -0.78 2.09 -1.02
H 1.96 -1.10 -1.08
H 1.28 0.32 -1.88
H -0.92 0.08 2.56
H -1.72 1.40 1.48
```

- relative energy (zero: lowest compared OMol25 entry of this formula, charge and spin) (kcal per mole) = 162.58
- total charge = 0

3 unconnected molecules or ions with the total composition C4H10N2, computed with ωB97M-V/def2-TZVPD.

Structure (XYZ):
```
16
C4H10N2 ωB97M-V/def2-TZVPD
C 3.11 0.18 -0.76
C -2.30 -1.05 0.61
C -2.02 -0.58 -0.67
C 0.53 0.68 1.05
N -2.14 0.68 -1.02
N 2.90 -0.73 0.05
H 3.88 0.06 -1.52
H 2.53 1.11 -0.76
H -2.21 -2.11 0.82
H -2.69 -0.38 1.37
H -0.09 0.13 1.75
H -0.04 1.48 0.58
H -1.66 -1.34 -1.37
H -2.11 0.78 -2.04
H 0.93 -0.01 0.31
H 1.36 1.10 1.62
```

- relative energy (zero: lowest compared OMol25 entry of this formula, charge and spin) (kcal per mole) = 179.61
- total charge = 0

2 unconnected molecules or ions with the total composition C4H10N2, computed with ωB97M-V/def2-TZVPD.

Structure (XYZ):
```
16
C4H10N2 ωB97M-V/def2-TZVPD
C -0.27 0.04 -1.15
C -0.69 -0.29 0.25
C -0.02 0.96 0.04
C -2.12 -0.35 0.63
N 2.64 -0.16 -0.17
N 2.17 0.90 0.52
H 0.55 -0.71 -1.55
H -0.97 0.27 -1.89
H -0.04 -1.16 0.76
H -0.38 2.02 0.24
H -2.55 0.59 0.48
H -2.32 -0.51 1.65
H -2.56 -1.24 0.12
H 2.22 -1.02 -0.06
H 2.58 0.08 -1.21
H 1.77 0.59 1.34
```

- relative energy (zero: lowest compared OMol25 entry of this formula, charge and spin) (kcal per mole) = 130.96
- total charge = 0

2 unconnected molecules or ions with the total composition C4H10N2, computed with ωB97M-V/def2-TZVPD.

Structure (XYZ):
```
16
C4H10N2 ωB97M-V/def2-TZVPD
C 1.28 -1.36 -2.49
N 2.09 -0.52 -2.04
C 2.13 -0.31 -0.59
H 1.38 -1.80 -3.49
H 0.34 -1.63 -1.98
H 3.01 0.29 -0.37
H 2.13 -1.27 -0.08
H 1.27 0.27 -0.24
C -0.96 1.51 1.95
N -2.05 0.89 2.09
C -2.50 -0.03 1.07
H -0.65 2.18 2.74
H -0.54 1.69 0.95
H -3.52 -0.36 1.27
H -1.94 -0.96 1.17
H -2.57 0.47 0.10
```

- relative energy (zero: lowest compared OMol25 entry of this formula, charge and spin) (kcal per mole) = 66.04
- SMILES = C=NC.C=NC
- total charge = 0

A single C4H10N2 molecule, computed with ωB97M-V/def2-TZVPD.

Structure (XYZ):
```
16
C4H10N2 ωB97M-V/def2-TZVPD
N 0.85 2.51 -0.85
C 0.59 1.49 0.04
C 0.69 0.18 -0.19
C 0.47 -0.83 0.91
C -0.78 -1.76 0.70
N -1.59 -1.52 -0.46
H 0.76 2.29 -1.83
H 0.57 3.45 -0.66
H 0.21 1.73 1.02
H 1.18 -0.17 -1.10
H 0.42 -0.36 1.89
H 1.36 -1.44 0.82
H -1.41 -1.57 1.58
H -0.52 -2.81 0.84
H -1.85 -0.56 -0.56
H -1.09 -1.71 -1.32
```

- relative energy (zero: lowest compared OMol25 entry of this formula, charge and spin) (kcal per mole) = 28.38
- SMILES = N/C=C/CCN
- total charge = 0

2 unconnected molecules or ions with the total composition C4H10N2, computed with ωB97M-V/def2-TZVPD.

Structure (XYZ):
```
16
C4H10N2 ωB97M-V/def2-TZVPD
H 5.21 0.30 -2.45
N 4.29 0.03 -2.80
C 3.57 -0.09 -1.73
N 2.29 -0.59 -1.91
H 3.74 0.47 -0.82
H 2.34 -1.32 -2.62
H 1.58 -0.59 -1.22
C -1.36 0.92 1.45
C -2.63 0.65 1.75
C -3.32 -0.68 1.59
H -0.98 1.91 1.69
H -0.81 0.54 0.59
H -3.31 1.49 1.90
H -3.16 -1.36 2.43
H -3.05 -1.20 0.68
H -4.39 -0.48 1.46
```

- relative energy (zero: lowest compared OMol25 entry of this formula, charge and spin) (kcal per mole) = 54.20
- SMILES = [H]/N=C/N.C=CC
- total charge = 0

A molecular structure, C4H10N2, computed with ωB97M-V/def2-TZVPD.

Structure (XYZ):
```
16
C4H10N2 ωB97M-V/def2-TZVPD
C -1.22 0.50 -2.42
C 0.50 0.10 0.74
C -0.12 -1.14 1.29
C 1.58 0.81 1.55
H -1.74 -0.57 -3.07
H -2.14 1.36 -2.23
H -0.13 1.00 -3.06
H -0.83 -1.15 -0.99
H 0.44 -1.47 2.17
H -0.03 -1.95 0.51
H -1.22 -0.95 1.58
H 2.53 1.06 1.09
H 1.86 0.07 2.37
H 1.13 1.74 2.03
N -0.80 0.00 -1.13
N 0.18 0.59 -0.42
```

- relative energy (zero: lowest compared OMol25 entry of this formula, charge and spin) (kcal per mole) = 96.09
- total charge = 0

Calculated F_max (Eh/bohr), listed in the same order as above: 0.0925 0.0716 0.0370 0.0635 0.0413 0.0311 0.0272 0.0856 0.0373 0.0352 0.0554 0.0944